Record 1
{"formula": "C25H18ClN5O2S2", "method": "ωB97M-V with the def2-TZVPD basis set", "largest_force_ev_per_a": 1.3, "smiles": "N#Cc1c(N)nc(SCc2csc(-c3ccc(Cl)cc3)n2)c(C#N)c1-c1ccc(OCCO)cc1", "molar_mass_g_mol": 520.04, "homo_ha": -0.30990, "orbital_gap_ev": 8.1, "lumo_energy_ha": -0.0109, "species": ["N", "C", "C", "C", "C", "C", "N", "C", "N", "H", "H", "S", "C", "C", "C", "S", "C", "N", "C", "C", "C", "C", "C", "C", "H", "H", "Cl", "H", "H", "H", "H", "H", "C", "N", "C", "C", "C", "C", "C", "C", "H", "H", "O", "C", "C", "O", "H", "H", "H", "H", "H", "H", "H"], "xyz": [[3.331, 3.667, -0.955], [2.605, 2.876, -0.545], [1.650, 1.999, -0.003], [1.899, 0.636, 0.198], [0.893, -0.131, 0.805], [-0.303, 0.507, 1.188], [-0.527, 1.794, 0.995], [0.406, 2.540, 0.412], [0.102, 3.838, 0.204], [-0.742, 4.203, 0.609], [0.809, 4.472, -0.125], [-1.543, -0.439, 1.972], [-2.863, 0.815, 2.200], [-3.760, 0.886, 1.019], [-3.476, 1.501, -0.168], [-4.776, 1.327, -1.270], [-5.638, 0.412, -0.031], [-4.970, 0.285, 1.065], [-6.959, -0.124, -0.255], [-7.574, -0.869, 0.754], [-8.837, -1.392, 0.568], [-9.497, -1.172, -0.633], [-8.902, -0.435, -1.647], [-7.638, 0.085, -1.456], [-7.170, 0.659, -2.242], [-9.426, -0.273, -2.575], [-11.077, -1.822, -0.869], [-9.312, -1.968, 1.346], [-7.041, -1.028, 1.678], [-2.586, 2.031, -0.439], [-3.425, 0.486, 3.072], [-2.353, 1.759, 2.383], [1.028, -1.521, 0.988], [1.105, -2.657, 1.130], [3.167, 0.032, -0.215], [3.710, 0.306, -1.471], [4.895, -0.273, -1.860], [5.584, -1.135, -1.002], [5.055, -1.398, 0.258], [3.856, -0.824, 0.637], [3.468, -1.029, 1.624], [5.560, -2.047, 0.955], [6.735, -1.653, -1.504], [7.515, -2.540, -0.727], [8.410, -1.782, 0.263], [9.390, -1.028, -0.400], [8.952, -0.493, -1.074], [7.792, -1.132, 0.899], [8.944, -2.494, 0.896], [8.149, -3.061, -1.451], [6.890, -3.275, -0.209], [5.312, -0.079, -2.835], [3.184, 0.953, -2.157]], "forces_ev_per_a": [[0.13, 0.22, -0.13], [0.42, 0.39, -0.13], [-0.68, -0.61, 0.42], [-0.36, 0.17, 0.14], [-0.03, 0.92, -0.17], [-0.05, 0.12, 0.09], [-0.09, 0.10, 0.01], [0.22, -0.15, -0.19], [0.13, 0.04, -0.02], [0.03, -0.02, 0.03], [-0.03, 0.06, -0.01], [-0.20, -0.07, 0.21], [0.53, -0.25, -0.05], [0.40, 0.57, -0.66], [-0.24, -0.04, 0.05], [-0.12, -0.39, 0.76], [0.83, 0.69, -0.74], [-0.50, -0.44, 0.47], [-0.84, -0.37, -0.08], [0.14, 0.16, -0.22], [-0.14, -0.02, -0.11], [0.29, 0.13, 0.03], [-0.15, -0.08, 0.02], [0.15, -0.07, 0.31], [-0.02, 0.04, -0.11], [-0.07, 0.00, -0.07], [-0.20, -0.08, -0.03], [-0.06, -0.05, 0.05], [0.03, -0.03, 0.09], [0.19, 0.09, -0.01], [0.05, 0.05, 0.01], [-0.14, -0.06, 0.13], [0.00, -0.51, -0.01], [0.02, -0.35, 0.10], [0.24, -0.13, 0.00], [0.01, -0.13, 0.06], [0.16, -0.11, 0.02], [-0.21, 0.18, -0.06], [0.29, -0.19, -0.03], [-0.09, 0.21, -0.11], [-0.01, -0.04, 0.06], [0.06, -0.04, 0.03], [-0.17, 0.25, -0.16], [0.45, -0.14, 0.52], [-0.51, -0.23, -0.13], [0.23, 0.27, -0.34], [0.05, 0.00, 0.09], [0.06, -0.16, 0.00], [-0.12, 0.00, 0.00], [-0.09, 0.02, 0.14], [-0.01, 0.03, -0.06], [0.05, 0.01, -0.12], [-0.01, 0.04, -0.07]], "lowdin_charge": [0.186, -0.212, -0.105, -0.063, -0.184, -0.517, 0.099, -0.313, 0.178, 0.114, 0.099, 1.033, -0.375, -0.460, -0.363, 1.073, -0.512, 0.099, -0.226, -0.013, -0.094, -0.674, -0.098, -0.047, 0.089, 0.106, 0.679, 0.106, 0.114, 0.052, 0.081, 0.072, -0.253, 0.195, -0.177, -0.015, 0.020, -0.253, 0.003, -0.013, 0.121, 0.110, -0.041, -0.166, -0.240, -0.051, 0.091, 0.117, 0.127, 0.135, 0.124, 0.123, 0.120]}



Record 2
{"formula": "C25H18FeN6O12S", "method": "ωB97M-V with the def2-TZVPD basis set", "largest_force_ev_per_a": 5.9, "multiplicity": 5, "charge": -2, "molar_mass_g_mol": 682.36, "homo_ha": [-0.11983, -0.09695], "orbital_gap_ev": [6.8, 6.2], "relative_energy_kcal_mol": 31.4, "lumo_energy_ha": [0.1296, 0.1296], "species": ["Fe", "O", "C", "O", "C", "C", "C", "C", "C", "N", "C", "O", "O", "H", "H", "H", "H", "N", "C", "C", "C", "C", "C", "C", "S", "O", "O", "N", "C", "N", "C", "C", "C", "N", "H", "H", "H", "H", "H", "H", "H", "H", "H", "O", "C", "O", "C", "C", "C", "C", "C", "C", "N", "O", "O", "H", "H", "H", "H", "O", "C", "O", "H"], "xyz": [[-0.531, -0.243, -0.276], [-1.060, 0.398, 3.939], [-1.154, 0.655, 2.694], [-0.228, 0.958, 1.929], [-2.506, 0.378, 2.045], [-3.662, 0.108, 2.755], [-4.801, -0.254, 2.042], [-4.752, -0.330, 0.657], [-3.547, -0.062, 0.028], [-2.469, 0.281, 0.719], [-3.319, -0.153, -1.478], [-4.326, -0.244, -2.201], [-2.095, -0.113, -1.791], [-0.286, -0.416, 4.044], [-3.640, 0.164, 3.835], [-5.717, -0.501, 2.570], [-5.605, -0.607, 0.051], [2.442, 6.571, 3.465], [2.045, 5.755, 2.377], [2.539, 6.000, 1.096], [2.120, 5.224, 0.025], [1.201, 4.208, 0.231], [0.698, 3.955, 1.500], [1.126, 4.728, 2.569], [0.615, 3.247, -1.143], [-0.791, 3.544, -1.240], [1.447, 3.569, -2.280], [0.724, 1.695, -0.708], [1.884, 1.151, -0.266], [1.717, -0.145, 0.114], [2.775, -0.834, 0.482], [4.047, -0.287, 0.533], [4.122, 1.058, 0.198], [3.086, 1.782, -0.191], [3.353, 6.980, 3.349], [2.358, 6.114, 4.357], [3.265, 6.795, 0.947], [2.513, 5.371, -0.976], [0.012, 3.125, 1.651], [0.751, 4.524, 3.569], [2.593, -1.871, 0.756], [4.913, -0.866, 0.824], [5.073, 1.589, 0.248], [0.445, -1.566, -1.975], [-0.379, -2.455, -1.680], [-1.121, -2.446, -0.678], [-0.482, -3.654, -2.605], [0.402, -3.791, -3.668], [0.330, -4.892, -4.502], [-0.642, -5.851, -4.262], [-1.548, -5.722, -3.221], [-1.461, -4.617, -2.392], [-0.706, -7.042, -5.126], [0.096, -7.150, -6.019], [-1.556, -7.868, -4.905], [1.138, -3.011, -3.819], [1.006, -5.022, -5.334], [-2.303, -6.483, -3.080], [-2.146, -4.474, -1.564], [0.433, -1.132, 4.060], [0.493, -1.755, 2.896], [-0.238, -1.574, 1.951], [1.309, -2.493, 2.875]], "forces_ev_per_a": [[-0.11, 0.23, -0.27], [-3.57, 3.54, -0.36], [0.03, 0.00, -0.90], [-0.53, 0.36, 0.66], [0.03, 0.02, -0.01], [-0.10, 0.08, 0.01], [-0.01, -0.02, 0.00], [-0.13, 0.04, 0.14], [0.11, 0.14, 0.03], [0.43, -0.27, 0.31], [-0.02, 0.00, -0.23], [0.44, -0.03, 0.25], [-0.17, 0.01, -0.25], [-0.05, 0.54, 0.42], [-0.02, -0.03, -0.01], [0.03, 0.05, -0.02], [0.04, 0.01, 0.02], [-0.22, -0.02, -0.24], [0.10, 0.12, 0.01], [0.01, 0.04, 0.06], [0.06, -0.07, 0.03], [0.10, -0.04, -0.01], [0.02, -0.03, 0.05], [-0.08, -0.07, 0.04], [-0.18, -0.58, -0.07], [-0.04, 0.03, -0.07], [0.09, 0.11, 0.11], [0.68, 0.06, 0.28], [0.01, 0.18, -0.22], [-0.12, 0.23, 0.00], [-0.27, -0.23, 0.03], [0.09, 0.11, -0.04], [-0.12, 0.04, 0.00], [-0.38, 0.11, -0.13], [0.12, -0.01, -0.01], [0.03, -0.08, 0.08], [-0.05, -0.04, -0.01], [-0.04, 0.01, 0.12], [0.12, 0.15, -0.03], [0.01, 0.00, -0.08], [-0.02, 0.06, -0.03], [-0.06, 0.05, 0.01], [-0.06, -0.04, -0.01], [-0.08, 0.12, -0.06], [0.15, -0.11, -0.14], [-0.22, 0.11, 0.34], [0.02, -0.03, -0.02], [0.04, 0.03, -0.04], [0.05, -0.12, -0.15], [0.03, 0.10, 0.08], [-0.12, -0.18, -0.02], [-0.08, -0.03, 0.07], [0.01, 0.71, 0.49], [0.84, 0.08, -0.79], [-0.86, -0.67, 0.36], [-0.04, -0.04, 0.01], [0.04, 0.01, 0.00], [0.03, 0.03, 0.03], [0.07, -0.01, -0.07], [3.76, -4.52, -0.78], [0.12, 0.51, 1.47], [-0.11, -0.71, -0.29], [0.12, -0.12, -0.10]], "lowdin_charge": [0.907, 0.049, -0.526, -0.009, -0.151, -0.007, -0.064, -0.004, -0.157, 0.140, -0.605, -0.016, -0.065, -0.146, 0.107, 0.094, 0.109, 0.065, -0.334, -0.053, -0.066, -0.291, -0.038, -0.030, 0.586, -0.318, -0.337, -0.105, -0.439, 0.070, -0.130, -0.083, -0.161, 0.137, 0.066, 0.070, 0.097, 0.107, 0.099, 0.109, 0.112, 0.080, 0.096, -0.022, -0.645, -0.027, -0.093, 0.003, -0.005, -0.161, -0.003, 0.007, -0.379, 0.054, 0.054, 0.119, 0.109, 0.111, 0.122, 0.052, -0.393, 0.009, 0.122]}



Record 3
{"formula": "C25H18N2O", "method": "ωB97M-V with the def2-TZVPD basis set", "largest_force_ev_per_a": 5.7, "smiles": "N#CC(C#N)=CC1=C2OC(c3ccccc3)=CC(c3ccccc3)=C2CCC1", "molar_mass_g_mol": 362.43, "homo_ha": -0.27565, "orbital_gap_ev": 6.7, "relative_energy_kcal_mol": 67.1, "lumo_energy_ha": -0.0312, "species": ["N", "N", "C", "C", "O", "C", "C", "C", "C", "C", "C", "C", "C", "C", "C", "C", "C", "C", "C", "C", "C", "C", "C", "C", "C", "C", "C", "C", "H", "H", "H", "H", "H", "H", "H", "H", "H", "H", "H", "H", "H", "H", "H", "H", "H", "H"], "xyz": [[1.259, 6.369, -2.312], [2.984, 2.871, -4.441], [1.319, 5.176, -2.334], [2.323, 3.372, -3.629], [-0.505, 1.368, -0.273], [1.654, 3.804, -2.410], [1.388, 3.013, -1.340], [-1.297, -0.773, 0.455], [0.692, 0.774, -0.692], [-1.377, 0.659, 0.516], [-0.208, -1.543, -0.091], [1.704, 1.571, -1.098], [0.799, -0.771, -0.692], [-4.208, 2.979, 2.737], [0.423, -5.789, 0.859], [-4.526, 1.644, 2.589], [-3.143, 3.591, 2.102], [0.622, -5.391, -0.482], [-0.021, -4.807, 1.802], [-3.656, 0.852, 1.865], [-2.225, 2.770, 1.372], [0.517, -4.002, -0.744], [-0.322, -3.497, 1.537], [-2.494, 1.413, 1.222], [-0.085, -3.058, 0.182], [3.016, 0.977, -1.587], [2.068, -1.244, -1.173], [3.291, -0.370, -0.839], [0.832, 3.376, -0.520], [-2.156, -1.369, 0.914], [-4.902, 3.633, 3.326], [0.667, -6.768, 1.148], [-5.376, 1.195, 3.060], [-2.838, 4.653, 2.287], [0.733, -6.154, -1.289], [-0.040, -5.110, 2.872], [-3.932, -0.142, 1.867], [-1.234, 3.246, 1.012], [0.554, -3.536, -1.741], [-0.824, -2.796, 2.248], [3.890, 1.671, -1.722], [2.841, 0.825, -2.680], [2.274, -2.286, -0.758], [2.021, -1.307, -2.246], [4.221, -0.870, -1.103], [3.276, -0.222, 0.226]], "forces_ev_per_a": [[-0.13, -4.81, -0.02], [-0.97, 0.77, 0.59], [0.14, 5.70, -0.09], [0.89, -1.00, 0.33], [0.45, -0.04, 0.55], [0.04, -0.76, 0.10], [0.67, -2.09, -0.32], [-2.07, 1.98, 1.58], [-0.78, -2.19, 0.83], [-0.94, -4.76, -0.89], [1.72, 0.87, -1.06], [0.41, 1.44, -1.20], [-2.48, 1.71, 2.01], [-1.50, 2.29, 0.56], [-0.30, 2.97, -0.85], [1.40, -0.04, -0.57], [1.88, -0.43, -0.07], [-0.55, 0.62, 0.66], [0.80, -1.90, 1.37], [1.11, 1.98, -0.56], [0.13, 1.72, 0.45], [-2.35, 1.39, 0.08], [-0.57, 1.07, -2.35], [1.08, -0.21, -0.14], [1.28, -0.23, 0.77], [0.50, -0.26, -1.31], [2.35, -2.46, 0.30], [-1.25, 1.06, -1.00], [-0.69, 1.10, 0.52], [1.34, 1.13, -0.43], [0.74, -0.68, -0.48], [-0.06, -1.13, 0.52], [-0.31, -0.03, 0.20], [-0.72, -1.10, -0.24], [0.41, 0.93, 0.75], [-0.28, 0.01, -0.87], [0.06, -2.19, -0.57], [-1.97, -1.02, 0.41], [0.47, -0.87, 0.21], [0.84, -0.84, -0.44], [-0.89, -0.25, 1.18], [0.20, -0.69, 0.56], [-0.39, 1.17, -0.68], [0.08, -0.37, -0.70], [-0.05, 0.13, -0.26], [0.25, 0.33, 0.56]], "lowdin_charge": [0.156, 0.172, -0.189, -0.161, 0.030, -0.230, 0.058, 0.029, -0.079, -0.138, -0.105, -0.134, -0.079, -0.113, -0.071, -0.087, -0.071, -0.072, -0.100, -0.018, -0.028, -0.048, -0.045, -0.130, -0.131, -0.142, -0.184, -0.141, 0.107, 0.129, 0.118, 0.079, 0.103, 0.118, 0.115, 0.110, 0.078, 0.138, 0.112, 0.122, 0.130, 0.107, 0.134, 0.126, 0.112, 0.112]}



Record 4
{"formula": "C25H18N4O10PPtS", "method": "ωB97M-V with the def2-TZVPD basis set", "largest_force_ev_per_a": 3.0, "charge": -1, "molar_mass_g_mol": 792.56, "homo_ha": [-0.18371, -0.18587], "orbital_gap_ev": [6.6, 6.4], "relative_energy_kcal_mol": 72.9, "lumo_energy_ha": [0.0574, 0.0511], "species": ["Pt", "O", "C", "O", "C", "P", "C", "C", "C", "C", "C", "C", "C", "C", "C", "C", "C", "C", "H", "H", "H", "H", "H", "H", "H", "H", "H", "H", "H", "H", "O", "N", "C", "C", "C", "C", "C", "S", "H", "H", "H", "H", "O", "N", "O", "C", "C", "C", "C", "O", "C", "C", "N", "O", "O", "N", "O", "O", "H", "H"], "xyz": [[-0.052, -1.074, -0.440], [2.665, 1.159, 1.044], [2.023, 0.170, 1.350], [1.902, -0.908, 0.700], [1.361, 0.184, 2.782], [-0.412, 0.615, 3.067], [-0.807, 1.969, 1.887], [0.160, 2.870, 1.445], [-0.209, 3.989, 0.715], [-1.541, 4.256, 0.449], [-2.506, 3.358, 0.873], [-2.143, 2.233, 1.584], [-1.400, -0.753, 2.349], [-2.769, -0.698, 2.612], [-3.635, -1.665, 2.140], [-3.143, -2.744, 1.424], [-1.780, -2.877, 1.234], [-0.890, -1.887, 1.683], [1.921, 0.913, 3.380], [1.496, -0.798, 3.250], [1.207, 2.688, 1.626], [0.558, 4.666, 0.362], [-1.829, 5.142, -0.101], [-3.554, 3.530, 0.664], [-2.910, 1.542, 1.893], [-3.148, 0.095, 3.242], [-4.693, -1.593, 2.367], [-3.823, -3.503, 1.065], [-1.389, -3.766, 0.764], [0.165, -2.141, 1.757], [-2.199, -0.772, -1.213], [-2.487, 0.413, -1.661], [-3.767, 0.652, -2.002], [-4.185, 1.866, -2.482], [-3.249, 2.888, -2.635], [-1.946, 2.641, -2.291], [-1.546, 1.397, -1.786], [0.077, 1.154, -1.323], [-4.426, -0.192, -1.880], [-5.220, 2.020, -2.734], [-3.541, 3.851, -3.019], [-1.181, 3.393, -2.389], [6.585, -4.472, -1.046], [5.738, -5.051, -0.386], [5.978, -6.000, 0.346], [4.397, -4.604, -0.474], [4.071, -3.497, -1.254], [2.773, -3.054, -1.339], [1.679, -3.688, -0.616], [0.500, -3.298, -0.622], [2.087, -4.869, 0.134], [3.394, -5.290, 0.204], [1.116, -5.638, 0.839], [-0.064, -5.493, 0.586], [1.522, -6.433, 1.676], [2.525, -1.924, -2.161], [1.364, -1.589, -2.392], [3.483, -1.354, -2.659], [4.847, -2.976, -1.798], [3.652, -6.164, 0.786]], "forces_ev_per_a": [[-0.11, 2.56, -0.57], [0.23, 0.04, -0.42], [-0.40, 1.35, 2.07], [-1.35, -1.73, -2.09], [0.31, 0.09, -0.52], [0.02, -0.15, -0.09], [0.17, 0.12, 0.24], [-0.12, -0.03, 0.18], [-0.04, 0.25, 0.09], [0.05, 0.07, -0.10], [-0.16, 0.04, 0.08], [0.03, -0.10, -0.07], [0.15, -0.17, 0.23], [0.21, 0.05, 0.02], [-0.17, -0.10, -0.08], [-0.12, 0.12, 0.03], [0.13, -0.07, 0.10], [-0.46, -0.38, 0.80], [-0.08, -0.15, -0.08], [-0.05, 0.08, -0.02], [0.10, -0.06, 0.04], [0.06, 0.03, -0.02], [0.03, 0.03, -0.04], [-0.04, 0.05, -0.07], [-0.07, 0.07, -0.02], [-0.06, 0.03, 0.03], [-0.01, 0.00, -0.02], [0.02, -0.08, -0.05], [0.08, 0.07, -0.03], [-0.04, 0.19, -0.17], [1.48, -1.65, 0.78], [0.44, 1.57, -0.44], [-0.53, 0.00, -0.15], [0.10, -0.02, 0.07], [0.24, -0.17, -0.01], [-0.24, 0.01, -0.24], [-0.15, -0.28, 0.23], [0.07, -1.39, 0.56], [0.06, -0.08, 0.10], [-0.13, -0.11, -0.01], [-0.04, 0.15, -0.04], [0.05, 0.08, 0.03], [0.10, 0.02, 0.00], [0.70, -0.29, -0.01], [0.11, -0.04, 0.02], [-1.42, 0.46, -0.13], [0.20, -0.01, 0.03], [0.01, -0.90, 0.87], [0.30, -0.20, -0.07], [-0.50, 0.28, 0.27], [0.84, 0.67, -0.73], [0.09, -0.06, 0.09], [-0.52, -0.50, 0.50], [-0.05, -0.20, -0.07], [0.11, -0.15, 0.18], [-0.21, 0.79, -0.98], [0.71, -0.37, -0.40], [0.03, 0.11, 0.06], [-0.09, -0.01, 0.05], [-0.09, 0.08, -0.01]], "lowdin_charge": [0.988, 0.018, -0.737, -0.142, -0.274, 1.056, -0.382, -0.125, -0.100, -0.120, -0.107, -0.109, -0.382, -0.150, -0.089, -0.084, -0.090, -0.201, 0.071, 0.076, 0.086, 0.105, 0.099, 0.101, 0.074, 0.090, 0.098, 0.102, 0.075, 0.090, -0.197, -0.211, -0.024, -0.070, -0.082, -0.113, -0.608, 0.795, 0.135, 0.099, 0.104, 0.106, 0.061, -0.374, 0.055, -0.153, 0.102, -0.075, -0.274, -0.090, -0.054, 0.092, -0.345, 0.075, 0.050, -0.336, -0.038, 0.067, 0.134, 0.130]}